13
Properties=species:S:1:pos:R:3:forces:R:3:lowdin_charge:R:1 method="wB97M-V/def2-TZVPD" e_above_lowest_kj_mol=296.37 homo_energy_ev=-10.3 lumo_energy_ev=0.545 orbital_gap_ev=10.857
H -0.28977 1.37972 -0.74658 0.083 0.019 -0.036 0.04
N 0.60938 1.70630 -0.39258 0.223 -0.393 -0.005 0.12
C 1.40480 0.78556 -0.06151 -0.081 0.337 -0.049 -0.33
O 1.26302 -0.56707 -0.12576 -0.004 0.073 0.042 -0.07
C 0.12193 -1.06400 -0.80564 -0.126 -0.041 -0.185 -0.16
C -1.16035 -0.91194 0.00137 -0.302 0.166 -0.159 -0.27
O -2.13512 -0.34582 -0.42798 0.409 -0.327 0.193 0.05
H 2.38086 1.01658 0.36350 -0.109 -0.045 -0.044 0.13
H 0.31913 -2.13063 -0.95097 -0.064 0.112 -0.009 0.14
H -0.01311 -0.58103 -1.77996 0.047 -0.030 0.113 0.13
H -1.14965 -1.37245 1.00896 -0.001 0.081 -0.080 0.12
H -0.85774 0.78585 2.15673 0.000 0.080 0.082 0.06
H -0.49336 1.29894 1.76042 -0.075 -0.031 0.137 0.04

9
Properties=species:S:1:pos:R:3:forces:R:3:lowdin_charge:R:1 method="wB97M-V/def2-TZVPD" e_above_lowest_kj_mol=266.79 homo_energy_ev=-10.1 lumo_energy_ev=0.412 orbital_gap_ev=10.510
N -1.38255 -0.27141 -0.07165 -1.460 -1.668 -0.049 0.07
C -0.09065 0.28270 -0.18901 -6.919 2.672 0.321 -0.63
O -0.00391 1.54689 -0.11171 0.798 -3.339 -0.443 0.02
N 0.83788 -0.64046 -0.27360 3.173 -0.602 0.165 0.01
O 2.03105 0.06403 -0.08600 1.045 2.276 0.098 -0.07
H -1.81725 -1.46617 -0.05424 2.254 5.503 -0.283 0.25
H -2.00360 0.57556 -0.04972 0.065 -1.960 0.133 0.10
H 0.82694 -1.05207 0.62790 -0.761 -1.895 0.748 0.14
H 1.60209 0.96093 0.20804 1.804 -0.986 -0.690 0.11

24
Properties=species:S:1:pos:R:3:forces:R:3:lowdin_charge:R:1 method="wB97M-V/def2-TZVPD" e_above_lowest_kj_mol=3.94 homo_energy_ev=-7.4 lumo_energy_ev=0.025 orbital_gap_ev=7.452
Cu 0.82295 0.52142 0.87024 0.229 0.251 -0.628 0.16
F 5.56880 5.46860 0.43503 0.011 0.015 0.007 0.12
C 4.69582 4.50556 0.13035 0.056 0.049 0.035 -0.15
C 4.44159 4.17928 -1.18758 -0.001 0.004 -0.076 -0.15
F 5.07350 4.83539 -2.16412 0.001 0.001 -0.001 0.12
C 3.53665 3.18112 -1.49062 0.009 0.008 -0.143 -0.25
F 3.33022 2.91397 -2.78429 -0.005 -0.017 0.014 0.08
C 2.84674 2.46138 -0.51661 -0.103 -0.098 -0.081 -0.53
S 1.71992 1.20120 -1.00306 0.026 0.034 0.285 0.61
C 3.13361 2.82410 0.79126 0.012 -0.007 0.195 -0.23
F 2.52766 2.19817 1.82416 -0.052 -0.044 -0.018 0.02
C 4.03357 3.81808 1.12600 -0.004 0.004 0.018 -0.15
F 4.26608 4.11725 2.40836 -0.014 -0.013 0.011 0.11
C -1.02924 -1.83301 5.12936 -0.014 0.000 -0.083 -0.02
N -1.52808 -1.62110 3.77187 0.048 0.118 -0.099 -0.19
C -2.69407 -2.38248 3.32544 0.088 0.045 0.009 -0.02
C -0.82614 -0.92345 2.90992 -0.212 -0.167 0.226 -0.21
N -0.23004 -0.28822 2.15495 -0.081 -0.174 0.316 0.11
H -1.82275 -1.61254 5.84256 -0.008 0.002 0.004 0.09
H -0.19146 -1.16749 5.31560 0.009 0.007 0.004 0.10
H -0.70367 -2.86613 5.25986 0.006 -0.010 0.000 0.09
H -3.52802 -2.19227 3.99986 -0.003 0.008 0.015 0.09
H -2.47352 -3.45077 3.31651 0.007 -0.016 0.002 0.09
H -2.97092 -2.06608 2.32412 -0.004 0.003 -0.013 0.10

22
Properties=species:S:1:pos:R:3:forces:R:3:lowdin_charge:R:1 method="wB97M-V/def2-TZVPD" total_charge=+2 e_above_lowest_kj_mol=56.89 multiplicity=2 homo_energy_ev="-19.8 / -19.5" lumo_energy_ev="-13.984 / -14.086" s2=0.803 orbital_gap_ev="5.818 / 5.410"
V 0.16030 0.01758 -0.25571 1.786 -0.230 3.135 1.48
C 0.30598 -0.04804 -3.94381 0.990 -0.786 -0.360 0.00
H 1.39971 0.02542 -3.89867 -0.253 0.320 0.062 0.04
H 0.10548 -1.10307 -4.13992 -0.338 0.138 0.132 0.05
H -0.08328 0.56521 -4.75867 -0.101 0.102 0.396 0.06
H -0.14775 0.25722 -2.97922 -0.313 0.206 0.405 -0.04
H -1.35242 0.22795 0.07121 -0.316 0.028 0.096 0.17
F 0.19599 -4.00839 2.61566 0.756 2.177 1.089 0.16
C 0.70732 -2.98152 3.36026 1.447 -2.720 1.328 -0.53
F 0.25821 -3.07507 4.63960 0.651 0.851 -2.847 0.19
F 2.05594 -3.02157 3.33961 -2.029 0.393 -0.150 0.17
S 0.02824 -1.41136 2.49597 -3.005 -0.390 5.273 0.75
O 0.46610 -1.53801 1.07016 -0.083 2.707 -4.432 -0.34
O -1.37490 -1.59453 2.81409 1.978 0.817 -1.565 -0.18
N 0.71461 -0.06712 3.09194 -0.376 0.157 -1.392 -0.20
S 0.11997 1.30601 2.47281 -3.057 0.340 4.965 0.74
O 0.68584 1.46764 1.08836 -0.392 -2.583 -4.290 -0.34
O -1.30687 1.49239 2.65399 1.886 -0.706 -1.387 -0.20
C 0.73153 2.87993 3.41025 1.343 2.622 1.582 -0.52
F 0.31299 2.86522 4.70036 0.580 -0.615 -2.797 0.19
F 2.07451 3.00682 3.35892 -2.093 -0.559 -0.145 0.18
F 0.13777 3.91159 2.74290 0.939 -2.268 0.903 0.17

93
Properties=species:S:1:pos:R:3:forces:R:3:lowdin_charge:R:1 method="wB97M-V/def2-TZVPD" total_charge=-1 multiplicity=6 homo_energy_ev="-2.9 / -5.3" lumo_energy_ev="1.478 / 1.955" s2=8.893 orbital_gap_ev="4.388 / 7.251"
Mn -1.01097 0.34924 -1.29058 -0.710 -0.762 -0.436 0.40
N -0.75493 -4.04845 -7.24320 -0.008 0.108 0.119 0.13
C -0.82170 -3.30602 -6.36540 -0.044 0.148 0.196 -0.19
C -0.90570 -2.37192 -5.26099 0.084 -0.153 -0.199 -0.25
C -2.10004 -1.70860 -4.98686 -0.087 -0.005 -0.060 -0.04
C -2.16986 -0.82075 -3.92520 -0.260 0.044 -0.066 -0.11
C -1.07135 -0.54369 -3.11773 0.449 -0.065 -0.095 -0.23
C 0.11854 -1.21659 -3.42191 -0.149 -0.165 -0.205 -0.13
C 0.21165 -2.12661 -4.46663 0.027 -0.003 0.015 -0.03
H -2.97174 -1.90683 -5.59867 0.013 0.014 0.005 0.11
H -3.12477 -0.34863 -3.71573 -0.008 -0.034 -0.001 0.09
H 1.00078 -1.03519 -2.82636 0.042 -0.040 0.080 0.06
H 1.14101 -2.64369 -4.67550 -0.016 0.033 0.019 0.12
F -0.51851 4.87772 5.48419 -0.034 0.087 0.112 0.14
C -1.56478 4.10209 5.13919 0.002 -0.158 -0.206 -0.58
F -1.96554 3.47076 6.26446 -0.003 0.136 0.007 0.13
F -2.56203 4.92414 4.76453 0.031 0.039 0.151 0.13
C -1.20231 3.12821 4.06222 -0.059 0.009 0.026 -0.13
C -1.64185 3.30730 2.76712 -0.055 -0.033 -0.292 0.00
C -1.29799 2.38180 1.78439 -0.081 0.106 0.125 -0.08
C -0.52578 1.27076 2.09157 0.047 -0.087 0.031 -0.30
C -0.05138 1.13216 3.39976 0.012 -0.046 0.162 -0.06
C -0.39465 2.04501 4.38023 0.166 -0.227 0.037 -0.01
P 0.13523 0.17093 0.76299 0.684 0.327 0.862 0.98
C 0.21535 -1.45558 1.58514 -0.250 -0.056 -0.174 -0.33
C -0.81595 -1.85436 2.43071 -0.072 -0.115 0.150 -0.07
C -0.91403 -3.17153 2.86035 -0.095 0.203 0.067 0.00
C 0.02199 -4.09945 2.43880 -0.025 0.024 0.062 -0.14
C 1.05322 -3.72038 1.59647 0.168 0.106 -0.141 -0.01
C 1.13780 -2.40742 1.15936 0.172 -0.063 -0.048 -0.08
C -0.06621 -5.52311 2.89871 -0.030 0.299 -0.127 -0.58
F 0.33392 -6.37959 1.93875 -0.047 -0.095 0.122 0.13
F 0.72232 -5.74268 3.97310 -0.038 -0.151 0.012 0.13
F -1.31817 -5.85995 3.24978 0.084 -0.154 0.041 0.13
C 1.76051 0.78125 0.54036 0.193 -0.138 -0.035 -0.44
C 1.77631 2.08204 -0.20845 -0.049 -0.053 -0.193 -0.62
C 3.18224 2.54168 -0.66602 -0.107 -0.040 0.052 -0.30
C 4.15102 2.33140 0.48057 -0.093 0.028 0.122 -0.20
C 4.00140 1.29705 1.35759 -0.166 -0.199 -0.122 -0.06
C 2.86297 0.45267 1.33078 0.005 0.240 -0.010 -0.11
C 5.27015 3.27662 0.67424 -0.144 0.015 -0.032 -0.57
F 6.32971 2.74120 1.33007 -0.136 0.146 -0.100 0.11
F 5.74482 3.75796 -0.50687 0.087 0.016 0.151 0.10
F 4.92049 4.38931 1.39190 0.117 -0.085 -0.114 0.10
H -2.26186 4.15870 2.51668 0.020 -0.058 -0.029 0.12
H -1.63876 2.53693 0.77365 -0.096 0.032 -0.200 0.08
H 0.58898 0.29393 3.65104 -0.014 0.046 0.020 0.11
H -0.03728 1.92029 5.39601 0.001 -0.029 -0.052 0.12
H -1.56496 -1.13320 2.74039 0.022 -0.061 -0.008 0.11
H -1.73307 -3.48087 3.49882 0.040 0.051 -0.057 0.13
H 1.77165 -4.45739 1.25665 -0.026 0.064 0.002 0.13
H 1.91255 -2.12086 0.45647 0.006 0.006 0.052 0.11
H 1.35003 2.86812 0.42166 0.169 0.064 0.250 0.08
H 3.08518 3.62071 -0.84682 0.070 -0.048 -0.087 0.11
H 4.76808 1.11217 2.09955 -0.007 0.002 0.008 0.11
H 2.82829 -0.38693 2.01556 -0.040 -0.004 -0.038 0.09
C 4.48771 3.41350 -3.30072 0.121 0.205 -0.156 -0.18
Si 3.98679 1.89447 -2.31859 -0.031 -0.001 0.144 0.54
C 3.01758 0.86809 -3.54551 -0.169 -0.090 -0.107 -0.22
C 5.48652 0.83815 -1.91921 0.254 -0.081 0.084 -0.17
Se 0.42361 2.13791 -1.69179 0.609 0.666 -0.234 0.69
H 5.32778 3.16916 -3.96597 -0.165 0.058 0.079 0.03
H 4.78991 4.25593 -2.67395 -0.008 -0.089 -0.076 0.02
H 3.64839 3.73661 -3.92969 0.108 -0.018 0.103 0.03
H 3.73646 0.48805 -4.28871 -0.126 0.064 0.135 0.04
H 2.25882 1.46303 -4.06063 0.062 -0.129 0.043 0.01
H 2.51231 0.01518 -3.08860 0.196 0.129 -0.055 -0.01
H 6.27508 1.01167 -2.66355 -0.132 -0.067 0.089 0.03
H 5.21575 -0.22429 -1.95812 0.038 0.135 0.036 0.03
H 5.90486 1.04113 -0.93028 0.003 -0.050 -0.138 0.02
C -4.82771 2.64003 0.72345 -0.002 -0.020 0.026 -0.11
C -4.27223 2.62658 -0.54465 0.051 -0.006 -0.006 -0.09
C -3.58469 1.50584 -0.99977 -0.173 0.101 0.281 -0.07
C -3.40027 0.38035 -0.18481 -0.157 -0.300 0.034 -0.32
C -3.97946 0.40604 1.09628 0.029 0.081 0.088 -0.05
C -4.68171 1.51511 1.53450 0.038 -0.059 0.012 -0.09
N -2.57412 -0.64466 -0.66416 -0.468 -0.182 0.368 -0.08
C -2.79802 -1.98962 -0.36835 -0.068 0.289 0.010 -0.28
C -4.04336 -2.48641 0.05075 0.023 -0.083 -0.003 -0.04
C -4.21640 -3.83642 0.33305 -0.009 0.115 -0.007 -0.10
C -3.17085 -4.73834 0.19564 0.081 0.032 -0.019 -0.11
C -1.94236 -4.26370 -0.25376 -0.020 0.046 -0.089 -0.09
C -1.75995 -2.91856 -0.53412 -0.144 -0.076 -0.051 -0.05
H -5.37278 3.50741 1.07755 0.034 -0.053 -0.010 0.10
H -4.38311 3.48535 -1.19729 0.015 -0.049 0.015 0.10
H -3.21245 1.48255 -2.00953 0.131 0.010 -0.352 0.09
H -3.84220 -0.44560 1.75104 -0.024 0.025 0.003 0.11
H -5.10426 1.51569 2.53489 0.039 -0.013 -0.077 0.10
H -4.88155 -1.80816 0.14313 -0.008 -0.039 0.004 0.10
H -5.19010 -4.18758 0.65923 0.033 0.040 -0.019 0.10
H -3.30917 -5.78839 0.42456 0.011 0.053 -0.014 0.09
H -1.11248 -4.95187 -0.38595 -0.055 0.073 -0.002 0.10
H -0.80233 -2.56610 -0.88725 0.119 0.021 -0.072 0.09

| no. | maximum force (Eh/bohr) |
| --- | --- |
| 1 | 0.0109 |
| 2 | 0.1444 |
| 3 | 0.0139 |
| 4 | 0.1183 |
| 5 | 0.0223 |